[1]
{
  "formula": "C42H112N6O15",
  "method": "ωB97M-V/def2-TZVPD",
  "species": ["C", "O", "C", "C", "C", "N", "H", "H", "H", "H", "H", "H", "H", "H", "H", "H", "H", "C", "O", "C", "C", "C", "N", "H", "H", "H", "H", "H", "H", "H", "H", "H", "H", "H", "C", "O", "C", "C", "N", "C", "C", "O", "C", "H", "H", "H", "H", "H", "H", "H", "H", "H", "H", "H", "H", "H", "H", "H", "C", "O", "C", "C", "N", "C", "C", "O", "C", "H", "H", "H", "H", "H", "H", "H", "H", "H", "H", "H", "H", "H", "H", "H", "C", "O", "C", "C", "N", "C", "C", "O", "C", "H", "H", "H", "H", "H", "H", "H", "H", "H", "H", "H", "H", "H", "H", "H", "C", "O", "C", "C", "N", "C", "C", "O", "C", "H", "H", "H", "H", "H", "H", "H", "H", "H", "H", "H", "H", "H", "H", "H", "C", "C", "O", "H", "H", "H", "H", "H", "H", "C", "C", "O", "H", "H", "H", "H", "H", "H", "C", "C", "O", "H", "H", "H", "H", "H", "H", "C", "C", "O", "H", "H", "H", "H", "H", "H", "C", "C", "O", "H", "H", "H", "H", "H", "H"],
  "coordinates": [[-2.009, 0.333, 2.050], [-1.064, -0.262, 1.190], [0.168, 0.410, 1.089], [1.080, -0.565, 0.333], [1.598, -1.671, 1.261], [2.262, 0.115, -0.226], [-2.943, -0.204, 1.914], [-2.162, 1.379, 1.758], [-1.665, 0.307, 3.090], [0.131, 1.314, 0.468], [0.565, 0.631, 2.086], [0.554, -0.998, -0.526], [2.001, -2.521, 0.702], [0.827, -2.107, 1.902], [2.372, -1.288, 1.929], [1.898, 0.714, -0.979], [2.867, -0.613, -0.596], [3.201, 1.774, -4.361], [3.176, 1.236, -5.670], [1.858, 0.913, -6.119], [1.990, 0.384, -7.554], [0.713, -0.300, -7.978], [3.064, -0.623, -7.633], [4.208, 2.156, -4.196], [3.030, 1.028, -3.579], [2.434, 2.549, -4.310], [1.479, 0.144, -5.433], [1.243, 1.814, -6.020], [2.299, 1.174, -8.239], [0.728, -0.570, -9.038], [-0.223, 0.268, -7.964], [0.618, -1.209, -7.387], [3.880, -0.094, -7.304], [3.063, -1.259, -6.830], [-1.530, -3.178, -6.976], [-1.337, -2.823, -5.624], [-0.042, -3.182, -5.143], [0.013, -2.833, -3.659], [-0.693, -3.808, -2.847], [-1.051, -3.400, -1.503], [-1.738, -4.540, -0.745], [-0.801, -5.549, -0.454], [-1.375, -6.807, -0.190], [-2.446, -2.776, -7.406], [-1.696, -4.262, -7.045], [-0.665, -2.932, -7.593], [0.689, -2.558, -5.674], [0.228, -4.207, -5.409], [-0.300, -1.817, -3.390], [1.081, -2.925, -3.422], [-1.492, -4.209, -3.322], [-1.727, -2.539, -1.444], [-0.113, -3.239, -0.965], [-2.534, -4.937, -1.392], [-2.198, -4.223, 0.194], [-1.983, -6.747, 0.720], [-0.633, -7.580, 0.011], [-1.921, -7.114, -1.088], [4.435, 4.372, 3.977], [4.328, 3.014, 3.646], [3.438, 2.735, 2.589], [3.625, 3.438, 1.252], [2.461, 3.113, 0.423], [2.627, 3.687, -0.916], [1.407, 3.430, -1.787], [1.218, 2.050, -2.010], [-0.023, 1.726, -2.629], [3.477, 4.795, 4.306], [4.839, 4.969, 3.154], [5.113, 4.496, 4.822], [2.373, 2.828, 2.834], [3.557, 1.654, 2.464], [4.580, 3.179, 0.776], [3.605, 4.528, 1.346], [2.401, 2.098, 0.311], [3.541, 3.332, -1.412], [2.747, 4.771, -0.827], [1.497, 4.035, -2.702], [0.502, 3.888, -1.365], [-0.839, 2.353, -2.275], [-0.235, 0.673, -2.435], [0.113, 1.760, -3.713], [-5.072, 0.565, -0.613], [-4.622, 0.459, -1.949], [-3.408, -0.289, -2.081], [-3.182, -0.464, -3.563], [-2.723, 0.799, -4.152], [-2.554, 0.753, -5.589], [-3.792, 0.608, -6.463], [-4.654, 1.700, -6.186], [-5.569, 2.007, -7.195], [-5.372, -0.424, -0.252], [-5.954, 1.206, -0.642], [-4.360, 1.053, 0.055], [-3.468, -1.271, -1.602], [-2.622, 0.296, -1.593], [-4.155, -0.668, -4.027], [-2.515, -1.314, -3.716], [-3.419, 1.481, -3.869], [-1.810, -0.018, -5.818], [-2.000, 1.627, -5.956], [-4.374, -0.270, -6.159], [-3.483, 0.556, -7.511], [-6.095, 1.105, -7.539], [-5.074, 2.403, -8.091], [-6.318, 2.715, -6.848], [-1.478, -3.204, 7.244], [-0.461, -2.773, 6.338], [-0.903, -1.648, 5.596], [0.229, -1.075, 4.784], [1.332, -0.691, 5.698], [2.629, -0.546, 5.051], [3.746, -0.920, 6.006], [3.839, -2.327, 6.124], [5.133, -2.730, 6.537], [-2.358, -3.687, 6.823], [-1.776, -2.365, 7.881], [-0.896, -3.849, 7.905], [-1.275, -0.862, 6.265], [-1.723, -1.913, 4.922], [-0.085, -0.234, 4.162], [0.595, -1.888, 4.137], [1.268, -1.483, 6.335], [2.760, 0.485, 4.726], [2.753, -1.264, 4.230], [3.596, -0.491, 7.005], [4.701, -0.504, 5.662], [5.858, -2.438, 5.769], [5.156, -3.803, 6.694], [5.408, -2.177, 7.441], [5.980, -0.162, -1.652], [5.230, -1.042, -2.635], [4.056, -1.542, -1.948], [6.937, 0.156, -2.078], [6.166, -0.607, -0.676], [5.417, 0.753, -1.449], [5.809, -1.934, -2.881], [4.878, -0.492, -3.507], [4.115, -2.495, -1.865], [-2.827, -2.924, 3.378], [-2.765, -4.121, 4.285], [-3.004, -5.315, 3.522], [-2.340, -2.058, 3.830], [-3.871, -2.619, 3.269], [-2.362, -3.115, 2.414], [-3.478, -4.094, 5.111], [-1.733, -4.231, 4.640], [-2.489, -6.053, 3.850], [0.343, 4.017, 4.959], [1.031, 2.702, 5.222], [0.195, 2.041, 6.170], [0.066, 4.531, 5.880], [-0.570, 3.879, 4.381], [1.005, 4.707, 4.426], [2.031, 2.878, 5.633], [1.132, 2.161, 4.277], [0.414, 1.093, 6.177], [-4.758, 0.387, 4.182], [-5.051, 1.858, 4.403], [-4.536, 2.639, 3.331], [-5.225, -0.177, 4.991], [-3.690, 0.177, 4.246], [-5.096, 0.097, 3.187], [-4.569, 2.220, 5.320], [-6.125, 2.035, 4.519], [-5.220, 3.208, 2.975], [-1.438, 5.636, 2.149], [-0.537, 4.713, 1.378], [0.713, 5.335, 1.158], [-1.598, 6.524, 1.535], [-1.003, 5.890, 3.114], [-2.416, 5.211, 2.384], [-0.967, 4.422, 0.407], [-0.424, 3.729, 1.856], [1.352, 4.661, 0.861]],
  "forces_ev_per_a": [[0.35, 0.47, -0.50], [-0.30, -0.19, -0.05], [0.40, -0.85, -0.89], [1.05, -0.35, 0.50], [-0.47, -0.40, 0.03], [-0.66, 0.38, 0.37], [-0.01, -0.07, 0.19], [-0.14, 0.05, 0.18], [-0.21, 0.01, -0.01], [-0.43, 0.30, 0.33], [0.16, 0.20, -0.02], [-0.63, -0.10, 0.44], [0.18, 0.14, -0.11], [-0.19, 0.20, -0.17], [0.07, 0.14, -0.16], [0.70, -0.53, 0.10], [0.09, 0.43, -0.26], [0.08, -0.22, -0.40], [0.02, 0.00, -0.07], [1.03, 0.23, 0.25], [-0.23, -0.66, 0.72], [-0.64, 0.01, -0.96], [1.21, 0.59, 0.71], [-0.09, 0.31, -0.07], [-0.33, -0.12, -0.13], [0.19, 0.21, 0.39], [-0.37, -0.16, -0.21], [-0.25, -0.07, -0.22], [-0.22, 0.18, 0.09], [0.54, -0.32, 0.10], [0.20, 0.30, 0.77], [-0.26, 0.02, -0.04], [0.13, -0.05, -0.75], [-0.94, -0.22, -0.23], [-0.08, -1.11, -0.01], [-0.18, 0.02, -0.18], [-0.55, 1.47, -0.14], [0.70, -1.22, 0.22], [-0.48, -0.47, -0.11], [0.27, -0.93, 0.53], [0.05, -0.25, -0.44], [0.87, -0.17, -0.06], [-0.20, 0.22, 0.00], [0.10, 0.63, 0.36], [0.30, -0.11, -0.02], [-0.05, 0.17, -0.08], [0.12, 0.07, 0.07], [-0.26, -0.27, 0.50], [-0.02, 0.22, -0.64], [0.01, 0.29, 0.26], [-0.03, 0.25, -0.15], [0.27, 0.31, -0.03], [-0.12, 0.56, 0.09], [-0.11, -0.10, 0.06], [-0.11, 0.37, -0.04], [-0.45, -0.11, -0.25], [0.44, 0.40, -0.15], [-0.43, -0.21, 0.31], [-0.05, 0.57, 0.33], [0.06, 0.22, -0.11], [-0.22, -1.00, -0.17], [-0.19, 0.22, 0.06], [0.46, 0.17, -0.55], [-0.36, -0.19, -0.01], [-0.21, 0.92, -0.10], [-0.26, 0.43, 0.14], [0.68, -0.51, -0.41], [-0.09, -0.02, -0.25], [-0.11, 0.01, -0.02], [0.08, -0.34, -0.07], [0.10, 0.57, 0.44], [0.06, 0.00, -0.37], [0.03, -0.14, 0.02], [0.17, -0.01, 0.27], [0.03, 0.01, 0.23], [-0.03, -0.18, -0.09], [-0.09, 0.03, 0.02], [0.36, -0.52, -0.39], [0.04, -0.33, 0.57], [-0.04, 0.04, -0.10], [-0.07, 0.07, 0.34], [-0.37, 0.46, -0.08], [-0.43, 0.18, -0.50], [0.24, -0.21, 0.25], [-0.60, 0.51, -0.08], [-0.38, 0.49, -0.12], [0.39, -0.19, 0.33], [0.81, 0.17, -0.49], [-0.39, -0.14, 0.93], [0.34, 0.74, 0.24], [-0.13, -0.68, -0.82], [0.14, 0.02, 0.29], [-0.06, -0.10, 0.01], [0.30, -0.20, 0.04], [-0.27, 0.03, 0.17], [0.32, -0.22, -0.08], [-0.04, -0.71, 0.31], [0.23, 0.26, -0.39], [0.08, 0.21, -0.31], [-0.43, -0.50, 0.04], [-0.35, 0.42, 0.36], [0.28, -0.40, -0.48], [-0.17, 0.01, -0.10], [-0.10, -0.01, 0.15], [0.06, 0.20, 0.10], [0.19, 0.08, 0.24], [1.56, 0.31, 1.05], [-0.86, 0.27, -0.40], [-0.30, 0.81, 0.01], [1.07, -0.51, 0.00], [-1.47, -0.26, -0.16], [0.26, -0.77, 0.72], [0.34, 0.35, 0.40], [-0.06, -0.32, -0.18], [-0.16, 0.86, -0.17], [0.24, 0.00, -0.25], [-0.26, 0.11, -0.18], [-0.59, -0.48, 0.01], [-0.01, -0.06, 0.26], [0.84, 0.22, 1.27], [-0.07, -0.10, 0.12], [-0.12, 0.20, -0.26], [1.01, 0.19, 0.27], [0.03, -0.04, -0.23], [-0.17, 0.31, -0.33], [-0.20, 0.10, 0.00], [-0.03, -0.07, -0.29], [0.11, -0.21, -0.04], [-0.12, -0.02, 0.05], [0.08, -0.31, 0.22], [0.25, 0.79, -0.41], [-0.40, -0.71, 1.50], [-0.24, 0.09, -0.28], [0.00, -0.05, 0.04], [-0.05, -0.42, -0.18], [-0.11, -0.05, -0.08], [0.27, 0.35, -0.52], [0.30, -0.10, -0.14], [0.02, -0.05, -0.04], [-1.06, 0.48, -0.09], [1.24, -1.25, -0.44], [-0.67, 0.20, -0.55], [-0.57, -0.46, -1.09], [0.02, -0.08, -0.48], [-0.04, -0.10, -0.03], [0.08, 0.26, 0.01], [-0.20, 0.33, 0.50], [0.10, 0.09, 0.27], [0.22, 0.68, -0.30], [-0.69, 0.44, 0.63], [0.11, -0.47, -0.32], [0.07, -0.24, 0.17], [0.02, -0.05, -0.05], [-0.11, -0.09, -0.22], [0.09, -0.15, 0.00], [-0.06, -0.30, 0.11], [0.35, 0.06, 0.10], [0.15, 0.30, 0.29], [0.11, 0.31, 0.27], [0.22, -0.03, -0.36], [-0.19, -0.22, -0.27], [0.04, 0.16, -0.06], [-0.21, -0.25, 0.15], [-0.08, -0.19, 0.02], [0.02, -0.13, -0.06], [-0.07, 0.03, 0.04], [-0.19, 0.15, -0.03], [0.07, -1.08, -0.49], [0.21, 0.29, 0.14], [0.01, 0.19, 0.29], [0.20, 0.22, -0.13], [0.03, -0.26, -0.27], [-0.30, 0.37, -0.04], [0.21, 0.21, 0.43], [-0.39, -0.24, 0.26]],
  "charge": 0,
  "e_lumo_ev": 0.5,
  "fmax_ev_per_a": 1.90,
  "e_tot_ev": -85015.1107,
  "smiles": "COC[C@H](C)N.COC[C@H](C)N.COCCNCCOC.COCCNCCOC.COCCNCCOC.COCCNCCOC.CCO.CCO.CCO.CCO.CCO",
  "homo_lumo_gap_ev": 9.1448
}


[2]
{
  "formula": "C5H11NO2",
  "method": "ωB97M-V/def2-TZVPD",
  "species": ["C", "C", "C", "C", "C", "N", "O", "O", "H", "H", "H", "H", "H", "H", "H", "H", "H", "H", "H"],
  "coordinates": [[1.263, -0.685, -0.954], [-1.806, 1.129, 0.163], [-1.049, -1.212, 0.847], [0.537, 0.375, -0.348], [-0.733, 0.081, 0.162], [0.824, 1.635, -0.919], [1.157, -1.968, -0.594], [2.099, 0.339, 0.916], [1.430, -2.535, -1.326], [2.053, -0.430, 1.500], [1.801, -0.472, -1.873], [1.809, 1.826, -0.758], [0.313, 2.365, -0.441], [-2.796, 0.670, 0.132], [-1.760, 1.735, 1.079], [-1.247, -2.026, 0.140], [-0.226, -1.539, 1.486], [-1.936, -1.098, 1.473], [-1.733, 1.811, -0.686]],
  "forces_ev_per_a": [[-0.25, 0.15, 0.60], [0.10, 0.15, 0.11], [0.04, -0.12, -0.05], [-0.87, -0.70, -0.87], [0.22, 0.25, 0.04], [0.12, -0.09, 0.22], [-0.13, 0.55, -0.26], [0.38, -0.16, 0.00], [0.19, 0.04, 0.14], [0.07, 0.05, -0.02], [0.18, 0.02, 0.15], [-0.05, -0.06, 0.00], [-0.01, -0.06, -0.02], [0.08, -0.02, 0.02], [-0.07, -0.01, -0.04], [-0.01, 0.02, 0.07], [-0.05, -0.01, -0.04], [0.03, 0.05, -0.06], [0.02, -0.05, 0.02]],
  "charge": 0,
  "e_lumo_ev": [-0.1, 0.2],
  "fmax_ev_per_a": 1.42,
  "e_tot_ev": -10944.4957,
  "homo_lumo_gap_ev": [6.9958, 7.2817]
}


[3]
{
  "formula": "C18H27Cl6F9O6",
  "method": "ωB97M-V/def2-TZVPD",
  "species": ["C", "C", "O", "C", "O", "C", "F", "F", "F", "H", "H", "H", "H", "H", "C", "C", "O", "C", "O", "C", "F", "F", "F", "H", "H", "H", "H", "H", "C", "C", "O", "C", "O", "C", "F", "F", "F", "H", "H", "H", "H", "H", "Cl", "C", "C", "Cl", "H", "H", "H", "H", "Cl", "C", "C", "Cl", "H", "H", "H", "H", "Cl", "C", "C", "Cl", "H", "H", "H", "H"],
  "coordinates": [[-2.993, -0.898, 0.739], [-1.886, -0.491, -0.197], [-0.880, 0.100, 0.635], [0.284, 0.444, 0.141], [0.617, 0.203, -0.978], [1.207, 1.023, 1.214], [0.581, 1.269, 2.355], [2.172, 0.112, 1.465], [1.799, 2.127, 0.771], [-3.815, -1.336, 0.172], [-3.355, -0.033, 1.294], [-2.626, -1.641, 1.446], [-2.159, 0.227, -0.971], [-1.509, -1.322, -0.801], [1.645, -2.105, 4.341], [1.506, -0.724, 4.959], [0.142, -0.340, 4.808], [-0.227, 0.830, 5.301], [0.528, 1.604, 5.807], [-1.737, 1.058, 5.245], [-2.261, 1.002, 6.465], [-1.976, 2.253, 4.702], [-2.337, 0.128, 4.491], [0.953, -2.814, 4.797], [2.638, -2.499, 4.549], [1.389, -1.993, 3.288], [2.158, 0.019, 4.494], [1.827, -0.727, 6.004], [2.960, -2.754, -0.965], [1.621, -2.714, -1.665], [1.770, -1.904, -2.849], [0.704, -1.696, -3.582], [-0.338, -2.271, -3.448], [0.857, -0.511, -4.576], [0.637, -1.024, -5.806], [-0.059, 0.419, -4.382], [2.075, -0.003, -4.526], [3.741, -3.150, -1.606], [2.845, -3.426, -0.108], [3.186, -1.796, -0.498], [0.802, -2.216, -1.142], [1.243, -3.693, -1.967], [5.018, 2.161, 1.609], [5.073, 1.924, -0.183], [5.786, 0.633, -0.474], [5.945, 0.344, -2.206], [5.589, 2.799, -0.566], [4.023, 1.917, -0.460], [5.310, -0.278, -0.120], [6.805, 0.655, -0.091], [-4.785, -2.504, -3.145], [-3.865, -1.814, -4.490], [-4.123, -0.333, -4.759], [-3.590, 0.624, -3.342], [-4.224, -2.331, -5.382], [-2.823, -2.081, -4.340], [-5.151, -0.093, -5.012], [-3.492, 0.042, -5.563], [-1.536, 3.355, -1.482], [-3.177, 3.367, -0.807], [-3.105, 3.974, 0.582], [-4.777, 4.247, 1.182], [-3.638, 2.384, -0.764], [-3.749, 4.026, -1.455], [-2.635, 4.952, 0.589], [-2.602, 3.292, 1.264]],
  "forces_ev_per_a": [[-0.07, 0.02, -0.22], [-0.16, -0.16, -0.84], [0.09, 0.41, 1.14], [-1.07, -1.03, -0.44], [0.89, 0.43, -0.62], [0.46, -0.20, -0.11], [-0.03, 0.28, 0.12], [-0.06, 0.04, -0.01], [-0.09, 0.14, 0.08], [-0.01, 0.04, 0.00], [-0.07, -0.04, 0.03], [-0.02, 0.02, 0.04], [-0.24, 0.29, 0.27], [0.34, -0.14, 0.45], [-0.37, 0.51, 0.30], [0.94, -0.27, 0.26], [-0.90, -0.24, -0.06], [1.21, -0.46, 0.42], [-0.18, 0.59, 0.15], [-0.03, -0.28, -0.73], [-0.04, 0.16, 0.13], [-0.17, 0.06, 0.17], [-0.14, 0.11, 0.04], [-0.16, 0.15, 0.01], [0.15, 0.12, -0.48], [0.38, -0.45, -0.13], [-0.16, -0.05, -0.29], [-0.51, 0.04, 0.13], [-0.91, -0.27, 0.83], [-0.50, 0.05, -0.54], [0.89, 0.48, -0.59], [-0.40, 0.37, 1.01], [-0.49, -0.09, -0.32], [0.08, -1.48, -0.30], [0.21, 0.20, -0.14], [-0.03, 0.34, 0.34], [0.06, 0.46, -0.16], [0.11, 0.26, -0.04], [0.09, -0.18, -0.12], [0.28, 0.17, -0.48], [0.29, -0.22, 0.55], [0.24, -0.06, 0.04], [0.17, -0.08, -0.04], [-0.46, 0.00, 0.81], [0.59, -0.41, 0.13], [-0.03, 0.16, -0.85], [0.00, -0.13, -0.27], [0.12, -0.03, -0.41], [-0.29, 0.37, 0.47], [-0.11, 0.08, 0.17], [-0.18, 0.14, 0.28], [-0.40, 0.09, -1.17], [0.74, -0.20, 0.59], [-0.22, 0.27, 0.07], [0.13, -0.15, 0.02], [0.10, 0.37, 0.08], [-0.12, -0.14, 0.34], [0.05, -0.35, -0.15], [0.25, -0.47, -0.06], [-0.29, 0.90, 0.29], [-0.30, -0.12, 0.03], [0.09, -0.17, 0.02], [0.25, -0.12, -0.23], [-0.15, -0.19, -0.03], [0.18, -0.09, -0.09], [-0.01, 0.14, 0.12]],
  "charge": 0,
  "e_lumo_ev": 0.5,
  "fmax_ev_per_a": 1.55,
  "e_tot_ev": -130982.7091,
  "smiles": "CCOC(=O)C(F)(F)F.CCOC(=O)C(F)(F)F.CCOC(=O)C(F)(F)F.ClCCCl.ClCCCl.ClCCCl",
  "homo_lumo_gap_ev": 11.2996
}